C4H8Se | ωB97M-V/def2-TZVPD

Output
HOMO level: -8.07 eV
electronic energy: -2558.59893 Ha
maximum force: 0.071 hartree/bohr
energy relative to the best compared isomer or geometry (same formula, charge and spin): 0.212 eV
SMILES: C1CC[Se]C1
spin multiplicity: 1
Kohn-Sham gap: 0.332 Eh

Each line ends with the Löwdin charge.
Atoms and positions in Å:
1 C 0.66993 0.66969 -0.27236  -0.32
2 C 0.68332 -0.70913 0.35035  -0.26
3 C -0.58256 1.37403 0.17792  -0.47
4 C -0.66255 -1.40947 -0.18093  -0.48
5 Se -1.92228 -0.02890 0.06000  0.94
6 H 1.63231 1.24925 0.09685  0.16
7 H 0.65121 0.43984 -1.30792  0.09
8 H 1.58732 -1.16307 -0.03289  0.10
9 H 0.81471 -0.51158 1.35649  0.08
10 H -0.54675 1.72868 1.16660  0.05
11 H -0.75776 2.16201 -0.44569  0.03
12 H -0.61870 -1.52715 -1.28348  0.06
13 H -0.94819 -2.27419 0.31507  0.03

---

C5H10O2 | ωB97M-V/def2-TZVPD

Output
HOMO level: -8.50 eV
electronic energy: -346.91336 Ha
maximum force: 0.054 hartree/bohr
energy relative to the best compared isomer or geometry (same formula, charge and spin): 3.050 eV
SMILES: C=C/C=C(/C)O.O
spin multiplicity: 1
Kohn-Sham gap: 0.337 Eh

Each line ends with the Löwdin charge.
Atoms and positions in Å:
1 C -1.30326 0.29417 1.98013  0.01
2 C -0.56291 -0.41509 1.11510  -0.21
3 C -1.06184 -0.67246 -0.28318  -0.10
4 C -0.34494 -0.13789 -1.31262  -0.40
5 O 0.31395 1.04043 -1.19536  0.06
6 C -0.29317 -0.94134 -2.58314  -0.04
7 H -1.09233 0.49519 3.04168  0.06
8 H -2.26556 0.61233 1.58482  0.06
9 H 0.34343 -0.92085 1.46367  0.10
10 H -1.82017 -1.43879 -0.32636  0.10
11 H 0.06357 1.18287 -0.25409  0.10
12 H -0.50544 -0.29464 -3.48190  0.09
13 H 0.67789 -1.39384 -2.81229  0.09
14 H -1.13525 -1.63615 -2.55250  0.08
15 H 2.94957 2.16088 2.02898  0.03
16 H 2.64344 0.72642 1.80355  0.02
17 O 3.39303 1.33877 1.78351  -0.06

---

C6H18N4S | ωB97M-V/def2-TZVPD

Output
HOMO level: -14.27 eV
electronic energy: -855.92947 Ha
net charge: +2
maximum force: 0.095 hartree/bohr
energy relative to the best compared isomer or geometry (same formula, charge and spin): 0.000 eV
spin multiplicity: 1
Kohn-Sham gap: 0.277 Eh

Each line ends with the Löwdin charge.
Atoms and positions in Å:
1 C 3.49980 0.69595 0.07346  -0.12
2 C -1.36916 0.86648 2.22689  0.06
3 C -1.43194 1.76965 -1.00354  0.00
4 C -3.10417 -0.12097 -0.70668  0.05
5 C -0.61844 -2.99463 -0.15603  -0.36
6 C -0.65260 -0.26688 0.18690  -0.65
7 N 3.52881 0.39395 -1.22854  0.21
8 N -0.69923 0.03656 1.49393  -0.05
9 N 4.43209 0.37993 1.01069  0.21
10 N -1.58909 0.32293 -0.84439  -0.17
11 S 0.40065 -1.52298 -0.38752  0.87
12 H 2.71622 1.30567 0.41301  0.13
13 H -2.25320 1.39251 1.72375  0.11
14 H -1.19756 1.06136 3.22501  0.07
15 H -0.37924 1.89321 -1.10774  0.10
16 H -1.92665 2.04339 -1.91322  0.11
17 H -1.80562 2.34889 -0.22822  0.08
18 H -3.62025 0.53761 -0.01941  0.08
19 H -3.52099 0.01538 -1.78789  0.14
20 H -3.26311 -1.20664 -0.39602  0.12
21 H -1.45535 -3.05236 -0.85231  0.04
22 H -1.08056 -3.05461 0.90134  0.10
23 H 0.00313 -3.74367 -0.44444  -0.01
24 H 2.88538 0.71691 -1.91566  0.13
25 H 4.46083 0.23192 -1.56673  0.14
26 H 0.00664 -0.42840 2.10796  0.18
27 H 4.09020 0.73269 1.90691  0.14
28 H 5.18295 -0.27428 1.03813  0.14
29 H -1.23953 -0.07954 -1.74963  0.16

---

C2H4Cl3OPS | ωB97M-V/def2-TZVPD

Output
HOMO level: -9.32 eV
electronic energy: -2273.86602 Ha
maximum force: 0.081 hartree/bohr
energy relative to the best compared isomer or geometry (same formula, charge and spin): 0.335 eV
spin multiplicity: 1
Kohn-Sham gap: 0.325 Eh

Each line ends with the Löwdin charge.
Atoms and positions in Å:
1 C 1.32797 -0.91212 -0.68128  -0.64
2 C -0.15142 1.55795 0.52938  -0.93
3 O -1.05493 -1.07749 1.25901  -0.62
4 P -0.49717 0.67070 -1.00821  0.73
5 S -1.83334 -0.66885 0.09681  0.18
6 Cl 2.30588 -0.17370 0.55557  0.56
7 Cl -1.79812 1.91908 1.10228  0.52
8 Cl -1.78148 -2.11095 -1.29635  0.20
9 H 1.66217 -0.65217 -1.75239  0.02
10 H 1.02918 -1.96029 -0.55394  0.00
11 H 0.40722 0.90160 1.13716  -0.08
12 H 0.38405 2.50625 0.61196  0.05